(1)
This record from the Open Molecules 2025 dataset describes C5H8 as an isolated structure. The level of theory is ωB97M-V/def2-TZVPD.

ORCA input file:
```
! RIJCOSX wB97M-V def2-TZVPD def2/J DEFGRID3
* xyz 0 1
C 0.15 0.51 0.98
C 0.60 1.12 -0.36
C 0.33 -0.46 -1.74
C -0.38 -1.14 -0.84
C -0.67 -0.76 0.60
H -0.45 1.25 1.52
H 1.01 0.24 1.60
H -0.24 1.57 -0.88
H 1.49 1.73 -0.50
H 1.04 0.14 -0.69
H -0.81 -2.05 -1.25
H -1.75 -0.57 0.69
H -0.46 -1.61 1.26
*
```

Calculated values
**HOMO level**: -9.3 eV
**Gap between HOMO and LUMO**: 10.3 eV
**Energy relative to the best compared isomer or geometry (same formula, charge and spin)**: 96.5 kcal/mol

Atomic partial charges in e from the Mulliken method, atoms 1 to 2: C -0.556; C -0.626

(2)
This record from the Open Molecules 2025 dataset describes C43H40N3O8ReS as an isolated structure. The level of theory is ωB97M-V/def2-TZVPD.

ORCA input file:
```
! RIJCOSX wB97M-V def2-TZVPD def2/J DEFGRID3
* xyz -1 2
Re -0.13 0.49 0.73
C -3.59 -6.10 -1.35
C -2.49 -5.27 -0.76
C -2.73 -3.96 -0.35
C -1.72 -3.18 0.18
C -0.44 -3.70 0.31
C -0.18 -5.01 -0.09
C -1.20 -5.78 -0.62
S 0.87 -2.74 1.04
O 0.46 -2.43 2.38
O 2.06 -3.54 0.86
N 1.00 -1.33 0.24
C 1.65 -1.35 -0.98
C 1.69 -2.44 -1.87
C 2.35 -2.31 -3.07
C 2.98 -1.11 -3.40
C 2.91 -0.10 -2.47
N 2.28 -0.22 -1.31
H -4.57 -5.76 -1.02
H -3.48 -7.15 -1.07
H -3.58 -6.05 -2.44
H -3.72 -3.54 -0.45
H -1.91 -2.16 0.49
H 0.82 -5.41 0.03
H -1.00 -6.80 -0.92
H 1.20 -3.37 -1.63
H 2.37 -3.15 -3.76
H 3.50 -0.98 -4.34
H 3.39 0.86 -2.65
C -3.68 2.14 -5.98
O -2.79 1.35 -5.22
C -2.38 1.84 -4.02
C -2.65 3.15 -3.59
C -2.18 3.55 -2.36
C -1.46 2.70 -1.50
C -1.04 3.20 -0.21
C -0.91 4.69 0.05
O -0.70 2.49 0.77
C -1.19 1.36 -1.95
O -0.52 0.47 -1.29
C -1.65 0.99 -3.22
H -3.98 1.52 -6.82
H -3.21 3.05 -6.35
H -4.57 2.40 -5.40
H -3.22 3.84 -4.19
H -2.40 4.55 -2.05
H -1.65 5.30 -0.45
H 0.08 5.00 -0.30
H -0.95 4.85 1.13
H -1.45 -0.02 -3.56
O 1.88 1.49 0.47
C 2.72 1.48 1.64
C 1.81 1.24 2.88
O 2.25 1.48 3.99
O 0.65 0.77 2.61
C 3.41 2.83 1.77
C 3.01 3.91 0.99
C 3.63 5.15 1.14
C 4.65 5.31 2.07
C 5.04 4.23 2.85
C 4.43 3.00 2.70
C 3.74 0.35 1.51
C 4.77 0.49 0.59
C 5.68 -0.54 0.40
C 5.57 -1.71 1.13
C 4.54 -1.85 2.05
C 3.63 -0.82 2.24
H 2.22 0.88 -0.27
H 2.22 3.78 0.27
H 3.31 5.98 0.53
H 5.13 6.27 2.19
H 5.83 4.35 3.58
H 4.73 2.16 3.31
H 4.86 1.40 0.02
H 6.48 -0.42 -0.33
H 6.27 -2.52 0.98
H 4.42 -2.77 2.60
H 2.81 -0.96 2.94
C -1.81 -0.57 4.03
C -3.03 -0.65 3.16
C -4.27 -0.98 3.69
C -5.42 -1.03 2.91
C -5.33 -0.73 1.55
C -4.11 -0.40 0.97
C -4.01 -0.08 -0.49
C -2.94 -0.36 1.77
N -1.77 -0.11 1.16
H -2.04 -0.93 5.03
H -1.44 0.45 4.10
H -0.99 -1.16 3.63
H -4.32 -1.21 4.75
H -6.37 -1.29 3.35
H -6.21 -0.75 0.93
H -4.98 -0.15 -0.97
H -3.31 -0.75 -0.99
H -3.62 0.93 -0.65
*
```

Calculated values
**Expectation value of S²**: 0.772
**HOMO level (alpha / beta)**: -2.8 / -3.9 eV
**Gap between HOMO and LUMO (alpha / beta)**: 5.1 / 6.2 eV
**Energy relative to the best compared isomer or geometry (same formula, charge and spin)**: 9.5 kcal/mol

Atomic partial charges in e from the Mulliken method, atoms 1 to 2: Re 1.497; C -1.578

(3)
This record from the Open Molecules 2025 dataset describes one molecule with the formula C16H12N2O6S2. The level of theory is ωB97M-V/def2-TZVPD.

ORCA input file:
```
! RIJCOSX wB97M-V def2-TZVPD def2/J DEFGRID3
* xyz 0 1
O -1.93 -1.94 2.05
C -2.86 -1.19 1.97
O -4.09 -1.58 1.64
H -4.11 -2.53 1.44
C -2.78 0.30 2.23
C -3.30 1.14 1.05
H -4.38 1.15 1.05
H -2.93 2.16 1.18
C -2.85 0.60 -0.32
N -1.52 0.03 -0.32
C -1.27 -1.23 -0.78
S -2.40 -2.29 -1.30
S 0.44 -1.55 -0.76
C 0.82 0.06 -0.16
C 2.09 0.49 0.08
C 3.31 -0.26 -0.07
C 3.61 -1.55 -0.48
C 4.94 -1.94 -0.50
C 5.95 -1.07 -0.13
C 5.67 0.23 0.29
C 4.36 0.62 0.31
N 3.86 1.87 0.69
C 2.58 1.83 0.58
O 1.84 2.87 0.86
H 0.87 2.68 0.72
H 6.46 0.91 0.58
H 6.98 -1.41 -0.15
H 5.19 -2.95 -0.82
H 2.84 -2.24 -0.77
C -0.43 0.81 0.00
O -0.55 1.96 0.39
C -2.89 1.68 -1.40
O -2.06 1.79 -2.26
O -3.97 2.45 -1.30
H -3.98 3.12 -2.00
H -3.52 -0.21 -0.63
H -1.74 0.54 2.45
H -3.38 0.53 3.11
*
```

Calculated values
**HOMO level**: -8.5 eV
**Gap between HOMO and LUMO**: 6.6 eV

Atomic partial charges in e from the Mulliken method, atoms 1 to 2: O -0.557; C 0.421

(4)
This record from the Open Molecules 2025 dataset describes a 2-piece molecular cluster, C7H6BrFN2 overall. The level of theory is ωB97M-V/def2-TZVPD.

ORCA input file:
```
! RIJCOSX wB97M-V def2-TZVPD def2/J DEFGRID3
* xyz 0 1
C 0.95 1.27 -1.69
C 0.23 0.14 -1.35
C 0.26 2.37 -1.21
C -0.92 0.57 -0.65
C 0.64 -2.56 1.46
C 1.63 -2.27 2.34
C -1.92 -0.20 -0.11
N -0.19 -2.83 0.69
N -0.86 1.95 -0.60
F 1.52 -1.24 3.21
Br -3.34 0.54 0.84
H 1.88 1.30 -2.23
H 0.48 -0.89 -1.55
H 0.51 3.41 -1.28
H -1.89 -1.27 -0.15
H 2.56 -2.82 2.42
H -1.55 2.52 -0.14
*
```

Calculated values
**HOMO level (alpha / beta)**: -8.8 / -6.5 eV
**Gap between HOMO and LUMO (alpha / beta)**: 8.8 / 5.0 eV

Atomic partial charges in e from the Mulliken method, atoms 1 to 2: C -0.500; C -0.673

(5)
This record from the Open Molecules 2025 dataset describes a 3-piece molecular cluster, C30H35NO8S2 overall. The level of theory is ωB97M-V/def2-TZVPD.

ORCA input file:
```
! RIJCOSX wB97M-V def2-TZVPD def2/J DEFGRID3
* xyz 0 1
C -1.25 4.16 -1.40
C -2.27 5.00 -0.66
O -2.00 6.13 -0.33
O -3.55 4.48 -0.33
C -3.53 3.84 0.92
O -3.87 4.45 1.90
C -3.13 2.36 1.02
C -1.95 2.12 1.93
C -1.62 0.88 2.33
C -2.46 -0.30 1.83
C -1.94 -1.69 2.24
C -0.83 -2.27 1.33
S -1.24 -2.26 -0.46
C -0.15 -0.96 -1.11
S -0.67 0.56 -1.18
N 1.17 -1.40 -1.50
C 1.38 -1.35 -2.93
C 1.31 -0.23 -3.75
C 1.52 -0.31 -5.10
C 1.79 -1.52 -5.72
C 1.83 -2.64 -4.91
C 1.65 -2.56 -3.56
C 2.19 -0.72 -0.72
C 2.68 0.56 -0.94
C 3.62 1.09 -0.10
C 4.11 0.39 1.00
C 3.64 -0.89 1.21
C 2.69 -1.42 0.35
C -0.44 0.75 3.27
O 0.36 -0.15 3.25
C -0.28 1.89 4.26
C -0.61 3.12 3.87
O -0.53 4.20 4.71
C -1.08 3.25 2.43
O -0.74 4.18 1.73
H -0.35 4.77 -1.51
H -1.62 3.81 -2.37
H -0.96 3.27 -0.82
H -2.95 1.96 0.01
H -4.01 1.84 1.41
H -2.64 -0.22 0.75
H -3.45 -0.19 2.30
H -1.55 -1.68 3.26
H -2.77 -2.41 2.23
H 0.14 -1.80 1.50
H -0.69 -3.32 1.61
H 1.07 0.75 -3.33
H 1.47 0.56 -5.75
H 1.94 -1.58 -6.79
H 2.02 -3.59 -5.42
H 1.69 -3.48 -2.98
H 2.32 1.17 -1.76
H 4.01 2.10 -0.22
H 4.83 0.83 1.68
H 3.97 -1.49 2.05
H 2.33 -2.42 0.57
H 0.10 1.68 5.26
H -1.04 3.93 5.49
C 6.93 -4.19 1.39
C 5.44 -4.43 1.19
O 4.84 -3.34 0.49
H 7.10 -3.26 1.94
H 7.39 -5.01 1.94
H 7.43 -4.09 0.43
H 4.94 -4.51 2.16
H 5.27 -5.35 0.63
H 5.28 -3.28 -0.37
C -6.74 -0.14 -1.86
C -5.64 -0.26 -0.83
O -4.61 0.70 -1.06
H -6.34 -0.27 -2.87
H -7.53 -0.88 -1.69
H -7.19 0.86 -1.83
H -5.18 -1.25 -0.88
H -6.04 -0.12 0.18
H -5.02 1.57 -1.00
*
```

Calculated values
**HOMO level**: -8.4 eV
**Gap between HOMO and LUMO**: 7.6 eV

Atomic partial charges in e from the Mulliken method, atoms 1 to 2: C -0.306; C 0.590

(6)
This record from the Open Molecules 2025 dataset describes C18H18N4O7Tc as an isolated structure. The level of theory is ωB97M-V/def2-TZVPD.

ORCA input file:
```
! RIJCOSX wB97M-V def2-TZVPD def2/J DEFGRID3
* xyz 0 4
Tc 0.23 0.66 -0.46
N 2.18 -0.29 -0.21
C 2.93 0.57 0.74
C 2.64 2.05 0.43
O 3.43 2.92 0.74
N 1.44 2.21 -0.17
C 0.88 3.53 -0.34
C -0.64 3.40 -0.55
O -1.34 4.37 -0.64
O -1.07 2.15 -0.64
H 2.24 -1.27 0.06
H 2.64 -0.19 -1.13
H 4.00 0.39 0.70
H 2.57 0.38 1.75
H 1.29 4.04 -1.21
H 1.07 4.17 0.53
O -0.56 1.33 3.97
C -0.98 0.07 4.22
C -1.28 -0.25 5.54
C -1.69 -1.52 5.87
C -1.84 -2.50 4.89
C -1.59 -2.18 3.58
C -1.15 -0.90 3.22
C -0.88 -0.61 1.81
O -0.09 0.41 1.51
N -1.41 -1.35 0.88
N -1.02 -0.94 -0.38
C -1.55 -1.57 -1.38
C -1.23 -1.35 -2.76
C -1.86 -2.19 -3.70
C -1.58 -2.13 -5.04
C -0.66 -1.18 -5.49
C -0.04 -0.33 -4.61
C -0.30 -0.38 -3.23
O 0.34 0.47 -2.44
H -0.30 1.40 3.04
H -1.16 0.52 6.29
H -1.89 -1.76 6.91
H -2.16 -3.50 5.16
H -1.71 -2.91 2.79
H -2.27 -2.34 -1.15
H -2.57 -2.92 -3.33
H -2.06 -2.80 -5.73
H -0.43 -1.12 -6.55
H 0.66 0.42 -4.96
O 3.12 0.68 -2.77
H 2.17 0.76 -2.97
H 3.49 1.57 -2.79
*
```

Calculated values
**Expectation value of S²**: 3.774
**HOMO level (alpha / beta)**: -8.5 / -8.6 eV
**Gap between HOMO and LUMO (alpha / beta)**: 7.7 / 6.7 eV
**Energy relative to the best compared isomer or geometry (same formula, charge and spin)**: 1.0 kcal/mol

Atomic partial charges in e from the Mulliken method, atoms 1 to 2: Tc -0.430; N -0.212

(7)
This record from the Open Molecules 2025 dataset describes a 3-piece molecular cluster, CH5NOSi overall. The level of theory is ωB97M-V/def2-TZVPD.

ORCA input file:
```
! RIJCOSX wB97M-V def2-TZVPD def2/J DEFGRID3
* xyz 0 1
C -5.00 0.42 -0.07
N -6.13 0.72 -0.04
O -2.08 -0.77 0.33
Si -0.94 -1.68 -0.05
H -3.97 0.16 -0.06
H 2.65 1.93 0.20
H 2.91 2.62 0.09
H -1.01 -3.14 -0.36
H 0.32 -1.07 -0.44
*
```

Calculated values
**HOMO level**: -11.4 eV
**Gap between HOMO and LUMO**: 10.4 eV
**Energy relative to the best compared isomer or geometry (same formula, charge and spin)**: 37.0 kcal/mol

Atomic partial charges in e from the Mulliken method, atoms 1 to 2: C 0.138; N -0.350